# 1
{"formula": "C6H12N2O", "method": "ωB97M-V with the def2-TZVPD basis set", "symbols": ["H", "H", "O", "H", "C", "C", "H", "C", "H", "N", "H", "C", "H", "H", "N", "C", "C", "H", "H", "H", "H"], "positions_angstrom": [[2.289, 0.122, 0.481], [-1.509, 1.605, 0.468], [-0.064, -1.991, 1.409], [-0.421, 0.185, 2.815], [-1.981, -0.314, -1.193], [2.074, -0.617, -0.294], [0.073, 1.258, -2.170], [-0.559, -0.781, 0.935], [0.606, -0.964, -1.861], [0.809, 1.037, -1.508], [-3.022, -0.629, -1.219], [-1.104, -0.873, -0.375], [0.917, 1.737, -0.783], [0.296, -1.837, 2.295], [-1.168, 1.537, 1.419], [-0.548, 0.323, 1.743], [0.840, -0.260, -1.067], [-0.701, 2.377, 1.734], [1.960, -1.592, 0.181], [-1.711, 0.353, -2.028], [2.926, -0.676, -0.981]], "atomic_forces_ev_per_a": [[-0.0212, 0.0164, 0.0117], [0.1587, 0.0305, 0.1915], [0.0047, 0.1310, 0.2089], [0.3774, -0.1818, -0.2130], [0.0143, -1.1820, -0.1855], [-0.3915, -0.3629, 0.4769], [0.1932, 0.0712, 0.2191], [-0.7547, -0.9908, 1.9920], [0.4627, 0.0895, -0.2082], [-0.1458, 0.8773, -0.2143], [-0.1884, 0.4197, 0.3708], [2.7240, 3.3900, -0.4157], [-0.0534, -0.0686, -0.0821], [-0.0329, -0.0209, -0.2178], [-0.5990, 0.7994, -0.1923], [-0.2793, -1.1570, -0.4194], [-1.5378, -1.3981, -1.0884], [0.0422, -0.2169, -0.2288], [0.0342, 0.1078, -0.0204], [0.2100, -0.5178, -0.0287], [-0.2175, 0.1641, 0.0436]], "molar_mass_g_mol": 128.17, "fmax_ev_per_a": 4.37, "energy_ha": -420.394751, "homo_energy_ha": [-0.2256, -0.2256], "charge": 0, "e_lumo_ev": [0.74, 0.74]}

# 2
{"formula": "C6H12N2O", "method": "ωB97M-V with the def2-TZVPD basis set", "symbols": ["H", "O", "C", "C", "H", "H", "H", "H", "N", "C", "H", "H", "C", "H", "C", "N", "H", "H", "C", "H", "H"], "positions_angstrom": [[-2.222, 3.126, 0.555], [-1.139, -0.297, -1.894], [1.540, -1.287, 0.300], [1.067, -0.051, -0.421], [-1.097, 2.156, -1.370], [-1.165, -1.688, 0.266], [1.340, -0.045, -1.469], [0.960, 1.249, 1.281], [0.808, -2.465, -0.186], [0.992, 1.204, 0.199], [1.337, 2.109, -0.277], [0.668, -2.407, -1.191], [-1.120, 1.597, -0.440], [-1.253, -0.405, 1.279], [-0.961, 0.043, -0.711], [-1.500, -0.727, 0.351], [1.315, -3.322, 0.012], [1.354, -1.191, 1.377], [-1.778, 2.141, 0.606], [-1.777, 1.649, 1.572], [2.630, -1.389, 0.164]], "atomic_forces_ev_per_a": [[0.3534, 0.1452, 0.0635], [1.2295, -0.0448, 1.2919], [-0.8578, -0.2154, 0.1079], [2.9930, 2.4171, 1.2864], [0.2200, -0.0953, -0.0652], [-0.2355, 0.0221, -0.0472], [-0.2801, 0.0285, -0.1573], [-0.3034, 0.0049, 0.0524], [0.1715, -0.3115, -0.0572], [2.2184, -2.7681, -0.5457], [-0.6238, 0.1049, -0.3394], [0.0573, -0.0324, 0.0945], [-2.0674, -0.8562, -0.1702], [0.0026, 0.2291, -0.0869], [-4.2175, 1.9474, -0.4781], [1.1867, -0.3091, -0.2860], [-0.1003, 0.1268, -0.0629], [0.0786, 0.0399, -0.0668], [0.9367, -0.4955, -0.4431], [-0.5253, -0.1363, -0.0414], [-0.2365, 0.1987, -0.0491]], "molar_mass_g_mol": 128.17, "fmax_ev_per_a": 4.67, "energy_ha": -420.431144, "homo_energy_ha": -0.3036, "charge": 0, "e_lumo_ev": -0.14}

# 3
{"formula": "C6H12N2O", "method": "ωB97M-V with the def2-TZVPD basis set", "symbols": ["H", "H", "H", "H", "C", "H", "H", "O", "H", "C", "H", "H", "C", "N", "H", "C", "H", "N", "C", "H", "C"], "positions_angstrom": [[-0.874, 2.507, -1.813], [1.456, -0.699, -2.336], [0.013, 0.282, -2.350], [2.045, 0.232, 1.280], [0.404, -0.682, -2.036], [0.536, -2.670, 0.455], [1.199, 1.550, 2.083], [0.811, -2.296, -0.393], [-2.289, 1.870, -0.983], [-0.530, -0.497, 0.431], [-1.075, -2.153, 1.727], [2.017, 1.868, 0.547], [-1.047, -1.061, 1.708], [-1.279, 1.926, -1.082], [-2.065, -0.701, 1.890], [0.251, -1.022, -0.580], [-0.437, -0.754, 2.568], [-0.645, 1.819, 0.090], [1.440, 1.125, 1.104], [-0.109, -1.433, -2.645], [0.179, 0.789, 0.334]], "atomic_forces_ev_per_a": [[-0.4717, 0.4236, 1.0100], [-0.0029, -0.1869, 0.1085], [-0.2169, 0.0420, 0.4938], [-0.0041, 0.0433, -0.0801], [0.8548, 0.8304, -0.1424], [0.0654, 0.3341, -0.0778], [-0.0369, 0.0633, -0.1179], [-0.3429, -0.1528, -0.8245], [0.2793, 0.3068, -0.6993], [3.4385, -1.2235, -3.0933], [-0.0765, -0.0325, -0.1219], [-0.1453, -0.1278, 0.0722], [0.6876, -0.1846, 0.2777], [-3.2649, -1.8142, -1.7180], [0.0962, 0.0563, -0.0707], [-1.6635, -4.0596, 1.3226], [-0.0967, 0.0305, -0.0721], [6.7275, 2.1826, 0.3286], [-0.3003, -0.4577, 0.2605], [-0.0035, -0.1194, 0.3895], [-5.5232, 4.0462, 2.7547]], "molar_mass_g_mol": 128.17, "fmax_ev_per_a": 7.38, "energy_ha": -420.356788, "homo_energy_ha": [-0.2462, -0.2461], "charge": 0, "e_lumo_ev": [0.13, 0.13]}

# 4
{"formula": "C6H12N2O", "method": "ωB97M-V with the def2-TZVPD basis set", "symbols": ["C", "H", "C", "O", "H", "H", "H", "H", "H", "H", "H", "C", "H", "C", "H", "C", "H", "N", "N", "H", "C"], "positions_angstrom": [[-0.279, -0.388, 1.137], [2.127, -1.466, -1.127], [1.932, -0.432, -0.842], [0.979, 2.135, -0.556], [2.476, -0.229, 0.077], [-2.865, 0.635, 0.871], [1.461, 0.092, 2.289], [-2.650, 1.702, -0.359], [0.042, -0.914, -2.590], [-0.323, -2.001, -1.230], [-1.376, -0.612, -1.550], [-0.349, -0.965, -1.572], [-0.879, 2.018, 1.311], [0.607, -0.560, 2.151], [2.340, 0.211, -1.623], [0.157, 1.259, -0.402], [0.383, -1.284, 2.924], [0.502, -0.180, -0.662], [-2.256, 0.882, 0.095], [-1.104, -1.087, 1.052], [-0.926, 1.184, 0.607]], "atomic_forces_ev_per_a": [[-1.4663, 2.8824, 2.2253], [-0.3266, -0.0374, 0.0916], [-0.1631, 0.2928, -0.2489], [-1.1691, -0.7859, -0.1890], [-0.1026, 0.0311, 0.2063], [0.0746, 0.0626, -0.1268], [-0.2621, 0.2771, 0.2952], [-0.0784, -0.0865, 0.1294], [-0.0687, -0.0424, -0.0908], [-0.0103, -0.0323, -0.0728], [0.0951, 0.0405, 0.0846], [0.2980, 0.1664, -0.0064], [0.1994, -0.2577, 0.1160], [-0.3226, 0.2698, -0.3956], [0.0264, 0.0637, -0.0250], [2.2119, -0.8268, 0.2132], [0.4365, -0.4944, -0.4070], [0.2136, 0.6845, -1.7379], [0.0399, 0.3025, -0.0470], [-0.0111, -0.0413, -0.2692], [0.3854, -2.4688, 0.2550]], "molar_mass_g_mol": 128.17, "fmax_ev_per_a": 3.93, "energy_ha": -420.433071, "homo_energy_ha": -0.2589, "charge": 0, "e_lumo_ev": 0.67}

# 5
{"formula": "C6H12N2O", "method": "ωB97M-V with the def2-TZVPD basis set", "symbols": ["O", "H", "H", "C", "H", "C", "H", "H", "C", "H", "H", "C", "H", "H", "N", "N", "H", "H", "C", "H", "C"], "positions_angstrom": [[1.000, 0.704, -1.151], [0.402, -0.223, 3.474], [1.751, 0.115, 2.380], [1.196, -0.179, -2.232], [0.186, 0.920, 2.141], [-0.260, 1.083, -0.777], [-1.400, -0.662, -1.295], [0.748, -1.160, -2.047], [0.672, -0.009, 2.441], [0.636, -1.015, 0.531], [-1.507, 0.671, -2.459], [0.227, -1.154, 1.530], [-2.337, 0.785, -0.893], [2.275, -0.290, -2.334], [-0.417, 1.978, 0.090], [-2.351, -1.276, 1.376], [0.590, -2.113, 1.917], [0.453, 2.392, 0.417], [-1.447, 0.422, -1.396], [0.788, 0.230, -3.159], [-1.207, -1.219, 1.444]], "atomic_forces_ev_per_a": [[0.0363, 0.2442, 0.2941], [0.0067, 0.0232, 0.0425], [0.0343, 0.0088, 0.0194], [-0.0760, -0.2226, -0.3221], [0.0764, -0.1112, 0.0775], [0.0716, 0.1021, -0.0871], [-0.0387, -0.0058, -0.0621], [0.0384, 0.0372, -0.0101], [0.0026, 0.0680, 0.0916], [0.0083, -0.0688, -0.0251], [0.0034, -0.0707, 0.0342], [0.7657, 0.0057, 0.2932], [0.0329, -0.0165, 0.0084], [-0.0832, -0.0222, -0.0206], [-0.2818, 0.4681, 0.3123], [-0.0894, -0.0040, 0.0107], [-0.0129, 0.1052, -0.1352], [0.1735, -0.1703, -0.1632], [0.0612, -0.1359, -0.2712], [0.0338, -0.0369, -0.0021], [-0.7632, -0.1978, -0.0852]], "molar_mass_g_mol": 128.17, "smiles": "[H]/N=C(/C)OC.CCC#N", "fmax_ev_per_a": 0.82, "energy_ha": -420.541467, "homo_energy_ha": -0.3699, "charge": 0, "e_lumo_ev": 0.69}

# 6
{"formula": "C6H12N2O", "method": "ωB97M-V with the def2-TZVPD basis set", "symbols": ["H", "H", "H", "H", "H", "H", "H", "C", "O", "H", "C", "C", "H", "H", "N", "C", "N", "C", "H", "C", "H"], "positions_angstrom": [[2.787, -0.665, 2.732], [-3.520, -0.448, 1.497], [-0.956, 2.442, -2.184], [0.759, -0.659, 0.720], [2.792, -1.766, 1.385], [-2.094, -2.122, 0.481], [3.689, -0.168, 1.231], [-1.554, 0.539, -0.930], [2.176, 0.166, -0.278], [1.312, 0.908, 1.533], [-1.307, -0.784, -0.752], [1.646, 0.035, 0.994], [-0.607, -1.365, -1.310], [2.256, 1.071, -0.604], [-2.585, 1.028, 0.025], [-2.886, -0.128, 0.629], [-2.175, -1.222, 0.211], [2.800, -0.668, 1.672], [-1.605, 1.163, -2.817], [-0.964, 1.435, -2.066], [0.036, 1.207, -2.171]], "atomic_forces_ev_per_a": [[0.0776, 0.2793, 1.1572], [0.1214, 1.5306, -0.9097], [-0.6705, 3.4317, 1.3608], [0.9549, 1.0867, 1.6395], [0.2661, 1.3241, 0.0769], [-0.5352, -3.1579, 1.7412], [-0.2563, -0.5697, 0.7817], [-0.9115, 3.0455, 1.1011], [0.3454, 1.6817, -2.7775], [-0.1043, 0.5731, -0.2472], [-0.2803, 1.5611, -0.7330], [-1.1845, -2.7208, -0.2804], [0.1230, -0.5331, 0.0274], [-0.1716, -0.1311, 0.2960], [1.5150, -3.6723, -1.0151], [-0.2814, -0.6511, 1.2767], [0.8556, 3.7166, -2.0358], [0.1002, -1.5089, -0.5837], [-0.7829, -1.0454, -2.7629], [-1.2386, -2.9931, 2.7127], [2.0579, -1.2470, -0.8261]], "molar_mass_g_mol": 128.17, "smiles": "Cc1c[nH]cn1.CCO", "fmax_ev_per_a": 4.32, "energy_ha": -420.482740, "homo_energy_ha": -0.3183, "charge": 0, "e_lumo_ev": 0.82}

Energy above the lowest of the compared OMol25 structures with the same formula, charge and spin? In order: 118.7 95.9 142.5 94.6 26.6 63.5 kcal per mole.